1.
# C11H25ClIN2OP2Pt

A molecular structure, C11H25ClIN2OP2Pt at a distorted geometry (ωB97M-V/def2-TZVPD, the OMol25 dataset).

The geometry in ORCA input format:
```
! wB97M-V def2-TZVPD RIJCOSX def2/J DEFGRID3
* xyz 3 5
C 1.444 0.279 -1.535
C 2.036 0.402 -0.152
H 1.500 1.261 -2.007
H 0.383 0.051 -1.433
H 1.909 -0.461 -2.221
O 2.220 1.566 0.327
I 1.935 -0.966 1.324
Pt -3.196 0.264 0.452
P 4.065 -0.491 -0.407
C 5.145 0.414 0.740
C 4.067 -2.312 -0.477
H 4.968 -2.732 -0.910
H 5.571 -0.532 -2.289
H 3.199 -2.489 -1.139
H 3.876 -0.863 -2.750
H 5.105 0.014 1.751
H 3.825 -2.815 0.462
C 4.525 -0.206 -2.142
H 6.192 0.476 0.437
H 4.376 0.848 -2.474
H 4.733 1.417 0.691
P -4.742 -1.037 -0.476
C -4.790 0.724 1.635
C -4.511 -0.432 -2.178
H -3.720 -3.202 -0.953
H -5.085 -3.281 0.181
H -3.492 -2.742 0.768
C -4.180 -2.735 -0.079
H -4.131 -1.234 -2.802
H -5.515 -0.154 -2.467
H -5.596 0.001 1.437
H -5.174 1.731 1.466
H -3.824 0.432 -2.203
H -4.483 0.626 2.665
Cl -1.650 -1.103 -0.657
N -0.466 3.061 1.869
C -0.137 2.003 2.692
C -0.933 0.943 2.299
N -1.761 1.392 1.306
C -1.456 2.669 1.024
H -0.052 3.996 1.904
H 0.643 2.027 3.421
H -0.946 -0.083 2.659
H -1.878 3.276 0.242
*
```

HOMO level (spin up / spin down)	-17.89 / -18.45	eV
LUMO energy (spin up / spin down)	-9.293 / -14.152	eV

Atom charges from the Löwdin analysis, given in e for atoms 1 to 4: atom 1 (C): -0.10, atom 2 (C): -1.07, atom 3 (H): 0.11, atom 4 (H): -0.01


2.
# C11H25F5IO5PSi2

A molecular structure, C11H25F5IO5PSi2 at a distorted geometry (ωB97M-V/def2-TZVPD, the OMol25 dataset).

The geometry in ORCA input format:
```
! wB97M-V def2-TZVPD RIJCOSX def2/J DEFGRID3
* xyz 0 1
F -2.953 -3.802 -1.094
C -3.670 -2.601 -1.136
F -4.567 -2.646 -0.073
F -4.380 -2.542 -2.331
C -2.731 -1.313 -0.909
F -2.267 -1.429 0.434
F -1.580 -1.355 -1.717
C -3.570 0.027 -1.032
C -3.054 1.024 -2.182
C -3.407 0.337 -3.608
Si -3.128 1.480 -5.109
I -3.720 3.870 -4.635
O -1.575 1.370 -5.850
Si -0.334 0.772 -4.804
H -4.649 -0.223 -1.291
H -3.571 0.538 -0.014
H -1.927 1.192 -2.075
H -3.639 1.994 -2.071
H -4.541 0.148 -3.559
H -2.941 -0.698 -3.706
H -4.101 1.068 -6.146
H 0.190 1.781 -3.871
H 0.776 0.344 -5.680
H -0.763 -0.459 -4.101
O 2.003 1.801 3.094
P 2.625 0.731 2.195
O 2.737 -0.470 3.350
C 1.620 -0.792 4.172
C 0.614 -1.687 3.471
O 4.181 1.300 2.264
C 4.440 2.617 2.750
C 4.562 2.651 4.264
O 3.223 -0.361 1.036
C 2.665 -1.620 0.731
C 1.339 -1.509 0.003
H 1.123 0.109 4.538
H 2.011 -1.318 5.047
H 0.220 -1.198 2.576
H -0.226 -1.923 4.125
H 1.072 -2.629 3.162
H 3.680 3.313 2.389
H 5.386 2.943 2.309
H 3.779 2.088 4.776
H 4.535 3.681 4.628
H 5.512 2.198 4.571
H 2.609 -2.242 1.622
H 3.376 -2.123 0.071
H 0.697 -0.742 0.442
H 0.818 -2.469 0.015
H 1.501 -1.227 -1.039
*
```

HOMO level	-10.00	eV
LUMO energy	-1.111	eV

Atom charges from the Löwdin analysis, given in e for atoms 1 to 4: atom 1 (F): 0.11, atom 2 (C): -0.39, atom 3 (F): 0.11, atom 4 (F): 0.11


3.
# C11H25F6HgNO11S6

A molecular structure, C11H25F6HgNO11S6 at a distorted geometry (ωB97M-V/def2-TZVPD, the OMol25 dataset).

The geometry in ORCA input format:
```
! wB97M-V def2-TZVPD RIJCOSX def2/J DEFGRID3
* xyz 0 1
Hg 4.337 6.019 0.599
O 8.038 7.355 2.261
C 6.894 6.728 1.821
O 6.321 7.276 0.838
O 6.506 5.730 2.448
H 8.205 6.937 3.110
C 1.707 2.416 0.931
F 1.007 2.370 -0.197
F 1.145 1.635 1.856
F 2.957 1.993 0.689
S 1.807 4.143 1.603
O 0.557 4.464 2.197
O 2.929 4.149 2.481
N 2.245 5.025 0.241
S 0.914 5.735 -0.342
O -0.186 4.836 -0.459
O 0.652 7.006 0.248
C 1.368 6.069 -2.095
F 2.323 6.974 -2.215
F 1.785 4.938 -2.674
F 0.275 6.500 -2.717
C 6.504 4.794 -3.694
S 5.975 6.272 -2.864
O 5.445 5.831 -1.547
C 7.579 6.991 -2.509
H 5.735 4.421 -4.361
H 6.728 4.040 -2.932
H 7.450 4.949 -4.214
H 7.367 8.049 -2.374
H 8.247 6.884 -3.364
H 8.002 6.549 -1.612
C 6.123 2.348 2.248
S 6.088 2.754 0.508
O 5.050 3.803 0.384
C 7.705 3.533 0.461
H 5.938 3.307 2.749
H 7.098 2.022 2.610
H 5.336 1.648 2.511
H 8.424 2.716 0.366
H 7.875 4.138 1.347
H 7.758 4.161 -0.427
C 2.711 6.300 5.058
S 3.131 7.579 3.871
O 3.578 6.930 2.619
C 1.446 8.111 3.509
H 3.561 6.014 5.667
H 2.318 5.424 4.536
H 1.892 6.701 5.656
H 1.245 9.063 3.997
H 0.714 7.385 3.863
H 1.364 8.162 2.424
C 2.749 10.191 -1.392
S 3.643 9.574 0.006
O 3.375 8.123 0.030
C 5.261 9.768 -0.688
H 3.220 9.864 -2.318
H 2.752 11.288 -1.387
H 1.696 9.915 -1.377
H 5.290 9.238 -1.641
H 5.936 9.244 -0.006
H 5.527 10.818 -0.783
*
```

HOMO level	-8.99	eV
LUMO energy	0.192	eV

Atom charges from the Löwdin analysis, given in e for atoms 1 to 4: atom 1 (Hg): 1.19, atom 2 (O): 0.08, atom 3 (C): -0.79, atom 4 (O): -0.10


| no. | E_tot (eV) |
| --- | --- |
| 1 | -59254.43833 |
| 2 | -68784.23582 |
| 3 | -121312.67097 |